Density functional theory data (ωB97M-V with the def2-TZVPD basis set) for a structure of composition C34H39BrIrN4OP2S2.

Computed properties:
<S²>: 6.01
HOMO energy (alpha / beta) (eV): -14.7 / -16.4
Electronic energy (a.u.): -5769.8189
LUMO (alpha / beta) (eV): -6.74 / -11.59
Total charge: +3
Multiplicity: 5
Relative energy (zero: lowest compared OMol25 entry of this formula, charge and spin) (kcal/mol): 0.0
Max |F| (eV/A): 0.75

Element x y z (Å)
Ir -0.176 0.987 -0.231
O 2.327 5.293 3.509
C 1.783 4.411 2.678
C 1.625 4.610 1.308
C 1.044 3.614 0.569
N 0.613 2.443 1.097
C 0.794 2.275 2.418
Br 0.271 0.632 3.177
C 1.356 3.208 3.244
H 2.594 6.105 3.054
H 1.945 5.524 0.825
H 0.902 3.739 -0.494
H 1.476 3.029 4.302
N 0.390 1.434 -3.081
P 1.420 0.714 -1.972
C 2.828 1.783 -1.686
C 3.309 2.634 -2.682
C 4.465 3.369 -2.462
C 5.150 3.251 -1.257
C 4.666 2.419 -0.255
C 3.503 1.693 -0.468
C 2.038 -0.803 -2.704
C 1.448 -1.350 -3.838
C 1.967 -2.514 -4.397
C 3.062 -3.137 -3.822
C 3.651 -2.600 -2.681
C 3.142 -1.437 -2.122
P -1.007 1.995 -2.285
C -2.358 1.447 -3.323
C -2.412 0.106 -3.727
C -3.468 -0.338 -4.508
C -4.477 0.546 -4.878
C -4.438 1.871 -4.466
C -3.383 2.326 -3.683
C -1.055 3.785 -2.308
C -1.587 4.447 -1.201
C -1.682 5.833 -1.194
C -1.236 6.560 -2.291
C -0.699 5.907 -3.397
C -0.614 4.524 -3.410
H 0.558 1.507 -4.079
H 2.788 2.733 -3.628
H 4.840 4.029 -3.234
H 6.061 3.814 -1.098
H 5.194 2.344 0.688
H 3.100 1.074 0.330
H 0.586 -0.880 -4.296
H 1.516 -2.928 -5.289
H 3.469 -4.034 -4.268
H 4.525 -3.074 -2.252
H 3.646 -0.990 -1.269
H -1.633 -0.588 -3.430
H -3.506 -1.369 -4.834
H -5.297 0.198 -5.494
H -5.221 2.555 -4.765
H -3.346 3.365 -3.380
H -1.930 3.877 -0.343
H -2.103 6.346 -0.339
H -1.311 7.639 -2.290
H -0.362 6.478 -4.251
H -0.207 4.029 -4.284
C 3.468 -2.642 1.432
S 1.859 -2.088 0.975
C 0.959 -3.594 0.823
H 3.856 -3.272 0.624
H 3.389 -3.237 2.347
H 4.099 -1.771 1.586
H 1.102 -4.190 1.729
H 1.361 -4.140 -0.039
H -0.089 -3.345 0.667
C -3.420 -0.825 2.902
N -3.942 -0.155 1.705
C -3.341 -0.019 0.536
S -1.737 -0.706 0.270
N -3.984 0.593 -0.444
C -5.331 1.140 -0.320
H -3.931 -0.406 3.763
H -2.354 -0.636 2.988
H -3.605 -1.896 2.855
H -4.902 0.152 1.756
H -3.560 0.556 -1.362
H -5.371 1.898 0.464
H -6.058 0.352 -0.114
H -5.590 1.608 -1.264